No. 1
Computed, not measured: 4 unconnected molecules or ions with the total composition C18H40N6O6, with ωB97M-V/def2-TZVPD.

As for the structure (SMILES): COC[C@H](C#N)[C@@H](C#N)ON=O.COC[C@@H](C)N.COC[C@@H](C)N.COC[C@@H](C)N. The calculation puts the total energy at -40534.07676 eV.

CARTESIAN COORDINATES (ANGSTROEM)
C1 -1.908578 2.665716 0.229608
O1 -2.948842 2.132205 -0.573903
C2 -3.091762 0.742982 -0.454249
C3 -3.852277 0.360914 0.832940
C4 -3.958514 -1.099353 0.895899
N1 -3.873953 -2.237034 1.016686
C5 -5.222400 1.050809 0.910573
C6 -5.941313 1.085976 -0.379442
N2 -6.479206 1.155910 -1.388996
O2 -5.971688 0.389952 1.917839
N3 -7.271349 1.068896 2.114507
O3 -7.336525 1.499470 3.179321
H1 -1.700159 2.047167 1.106809
H2 -2.180101 3.663194 0.574013
H3 -0.977423 2.745929 -0.335363
H4 -2.138263 0.207891 -0.479736
H5 -3.666348 0.385368 -1.307430
H6 -3.282799 0.705856 1.696368
H7 -5.059210 2.090639 1.209315
C7 -3.692760 -4.261591 -4.582350
C8 -2.465328 -3.597308 -3.966137
C9 -2.709348 -2.949371 -2.599685
O4 -3.424654 -1.723280 -2.636853
C10 -4.829990 -1.854037 -2.770261
N4 -1.892896 -2.658848 -4.936487
H8 -4.363745 -3.530288 -5.033063
H9 -3.387446 -4.945906 -5.373691
H10 -4.253200 -4.829452 -3.837389
H11 -1.720984 -4.381446 -3.795324
H12 -1.736725 -2.703427 -2.168901
H13 -3.202342 -3.647722 -1.910708
H14 -5.196102 -2.738962 -2.241584
H15 -5.134198 -1.905218 -3.818201
H16 -5.292718 -0.969289 -2.335678
H17 -1.001358 -2.319035 -4.587875
H18 -2.490840 -1.837320 -4.969358
C11 2.403567 -1.766401 -0.636937
C12 1.613412 -0.776579 -1.487055
C13 1.796435 0.690044 -1.081606
O5 1.121626 1.084509 0.097026
C14 1.763289 0.729564 1.309218
N5 0.206981 -1.186689 -1.510149
H19 1.916868 -1.953693 0.320570
H20 2.476328 -2.723776 -1.151862
H21 3.415723 -1.405037 -0.444371
H22 1.989620 -0.851005 -2.512385
H23 1.371909 1.312836 -1.873880
H24 2.862799 0.942735 -1.005617
H25 2.851621 0.780461 1.218889
H26 1.471539 -0.269883 1.641967
H27 1.447898 1.442968 2.069948
H28 -0.306376 -0.614800 -2.176082
H29 -0.201036 -0.966348 -0.605356
C15 7.764130 2.555205 3.591969
C16 6.385447 3.054258 4.013101
C17 5.371366 1.939960 4.298233
O6 4.849228 1.295776 3.151302
C18 5.682767 0.308305 2.576048
N6 5.902059 4.014594 3.018273
H30 7.780360 2.250541 2.545501
H31 8.497266 3.353168 3.703786
H32 8.085712 1.709031 4.202108
H33 6.508751 3.596664 4.955870
H34 4.505255 2.390218 4.789748
H35 5.788753 1.196209 4.990489
H36 6.245617 -0.234389 3.341358
H37 6.380075 0.734445 1.850837
H38 5.038368 -0.397508 2.050846
H39 5.052804 4.457629 3.355068
H40 5.615212 3.497020 2.191921

Force components x, y, z for each atom (eV/Å):
C 0.372 0.141 0.045
O -0.087 0.051 0.231
C -0.181 -0.167 -0.178
C -0.064 0.084 -0.397
C 0.345 0.025 0.375
N -0.194 -0.043 -0.195
C -0.300 0.068 0.084
C 0.078 -0.072 -0.012
N -0.063 -0.034 -0.034
O 0.293 0.019 0.263
N -0.001 0.443 -0.075
O -0.091 -0.350 -0.025
H -0.040 -0.018 0.008
H -0.193 -0.028 -0.086
H -0.024 -0.117 -0.044
H 0.079 0.122 0.092
H 0.065 0.097 -0.079
H -0.052 -0.199 0.132
H 0.088 0.008 -0.134
C 0.001 -0.079 -0.022
C -0.127 0.066 -0.090
C 0.151 -0.040 0.154
O -0.055 -0.035 -0.019
C 0.016 0.079 -0.008
N 0.069 0.055 0.109
H 0.003 0.028 0.036
H 0.012 0.029 -0.016
H -0.002 0.009 0.002
H 0.018 0.015 0.051
H -0.014 0.036 0.000
H -0.063 -0.015 -0.064
H 0.000 -0.008 -0.004
H -0.017 -0.074 0.007
H 0.007 0.004 0.007
H 0.023 -0.056 -0.029
H -0.027 -0.032 -0.055
C 0.055 -0.046 -0.018
C -0.029 -0.088 0.128
C 0.002 0.139 -0.155
O -0.017 -0.093 0.031
C -0.092 0.034 0.067
N 0.014 0.192 -0.075
H -0.006 0.045 0.003
H -0.034 -0.002 0.004
H -0.004 0.002 0.002
H 0.008 0.044 -0.010
H -0.019 0.009 0.023
H 0.014 -0.067 0.027
H 0.005 0.000 0.009
H 0.086 -0.022 -0.008
H 0.013 0.032 -0.025
H -0.010 -0.056 -0.029
H 0.019 -0.113 0.026
C 0.064 0.005 0.045
C 0.051 -0.015 -0.141
C -0.087 0.058 0.118
O 0.044 -0.026 -0.059
C -0.103 -0.009 -0.056
N -0.128 -0.062 0.066
H -0.040 -0.020 0.002
H -0.019 0.017 -0.026
H -0.003 -0.001 -0.005
H -0.040 -0.022 0.027
H -0.020 -0.015 -0.029
H 0.070 0.006 -0.037
H 0.022 0.005 -0.001
H 0.058 -0.017 0.047
H -0.013 -0.004 0.026
H 0.049 0.057 0.019
H 0.065 0.023 -0.025



No. 2
Computed, not measured: 3 unconnected molecules or ions with the total composition C27H40ClF4N3O11PSSi at a distorted geometry, with ωB97M-V/def2-TZVPD.

The total charge is +1. The calculation puts the total energy at -107031.33925 eV.

CARTESIAN COORDINATES (ANGSTROEM)
C1 0.473244 3.890519 -2.668294
C2 0.355811 2.860281 -1.552690
N1 -0.879321 2.059338 -1.739711
C3 -1.030616 1.046209 -0.741706
C4 -1.919190 1.482668 0.401776
O1 -2.236404 0.493084 1.376596
C5 -1.955386 -0.835701 1.103438
N2 -2.987703 -1.575001 1.877821
C6 -3.137019 -2.951935 1.576096
O2 -2.477059 -3.828703 2.012879
F1 -4.133698 -3.176994 0.688210
C7 -4.227153 -0.832738 1.919199
O3 -4.935839 -0.583569 1.016936
F2 -4.471465 -0.473616 3.173896
C8 -0.548455 -1.171206 1.776420
F3 -0.806804 -1.321828 3.093628
F4 0.186913 -0.022700 1.687030
C9 0.268096 -2.363644 1.303964
C10 1.471725 -1.968713 0.426270
Si1 3.125197 -1.729373 1.336127
C11 2.889939 -1.381737 3.154648
C12 4.154099 -3.267192 1.069912
C13 3.906084 -0.223284 0.538508
C14 4.443515 0.838631 1.261129
C15 4.973825 1.943365 0.616964
C16 4.976966 2.010118 -0.763531
C17 4.458183 0.962283 -1.504593
C18 3.927990 -0.139785 -0.854645
C19 -2.163722 -1.196798 -0.380573
N3 -1.605384 -0.215233 -1.406473
Cl1 -0.277637 -0.990107 -2.297018
P1 -2.907471 0.098151 -2.704781
O4 -3.136361 -1.410029 -3.076637
O5 -2.154361 0.762483 -3.906722
S1 -4.418937 0.993760 -2.021719
H1 -0.522112 4.175706 -3.010884
H2 0.995172 3.479163 -3.528346
H3 0.972970 4.784158 -2.313202
H4 0.349272 3.373722 -0.594034
H5 1.209715 2.185851 -1.591136
H6 -1.682634 2.681193 -1.705190
H7 -0.033860 0.777581 -0.411199
H8 -1.381015 2.281754 0.910920
H9 -2.849167 1.898291 0.019791
H10 -0.342416 -3.134235 0.840777
H11 0.639390 -2.811076 2.223857
H12 1.280888 -1.049807 -0.113456
H13 1.622547 -2.743180 -0.326738
H14 2.390540 -2.185779 3.691755
H15 2.296975 -0.474813 3.273951
H16 3.850426 -1.210625 3.637806
H17 5.217826 -3.071304 1.177296
H18 3.883832 -4.020283 1.812139
H19 3.964862 -3.712323 0.094346
H20 4.448312 0.806487 2.341664
H21 5.371993 2.759342 1.201212
H22 5.379112 2.874108 -1.270340
H23 4.455574 0.998725 -2.584142
H24 3.529435 -0.956093 -1.446729
H25 -1.787205 -2.180737 -0.633995
H26 -3.239300 -1.210424 -0.548055
H27 -2.503250 -1.701707 -3.769454
H28 -1.219340 0.975422 -3.753295
C20 -2.698115 -5.842337 -1.294743
C21 -2.271993 -5.660928 -2.729954
C22 -0.821358 -5.958810 -3.048721
O6 -0.577104 -5.096944 -4.179130
C23 -1.404981 -4.052341 -4.069139
O7 -1.330897 -3.044442 -4.713955
O8 -2.335896 -4.263999 -3.128575
H29 -3.568071 -5.224526 -1.077707
H30 -2.960325 -6.882069 -1.108082
H31 -1.902908 -5.560543 -0.601388
H32 -2.933407 -6.211843 -3.401420
H33 -0.620482 -6.992005 -3.313760
H34 -0.155954 -5.650522 -2.239108
C24 -1.558081 6.115740 3.397435
C25 -0.152875 5.698220 3.041489
C26 0.896250 6.789720 3.060120
O9 1.851406 6.303922 2.101530
C27 1.187878 5.546753 1.212875
O10 1.631262 5.156643 0.179119
O11 -0.063633 5.275423 1.655932
H35 -2.280916 5.429068 2.959447
H36 -1.689985 6.111661 4.478218
H37 -1.781144 7.116218 3.026159
H38 0.166494 4.852136 3.655237
H39 1.373954 6.935819 4.024140
H40 0.500732 7.739864 2.696306

Force components x, y, z for each atom (eV/Å):
C -0.296 -0.208 -0.013
C -0.008 0.301 -0.368
N 0.085 -0.183 0.380
C 0.083 0.458 -0.402
C -0.094 0.116 0.210
O -0.149 0.053 -0.006
C 0.587 -0.149 0.373
N -0.492 -0.159 -0.584
C 0.198 -0.127 0.302
O -0.173 0.265 -0.461
F 0.220 -0.077 0.455
C 0.136 0.039 0.405
O -0.204 0.142 -0.059
F 0.021 -0.089 -0.419
C -0.347 -0.258 0.120
F -0.008 0.125 0.219
F 0.160 0.093 -0.147
C 0.549 0.111 -0.017
C -0.102 -0.291 0.101
Si 0.243 0.173 0.038
C -0.146 0.090 -0.140
C -0.227 -0.080 0.153
C -0.094 -0.198 -0.050
C -0.050 -0.120 0.037
C 0.015 0.150 0.136
C 0.036 0.103 -0.154
C -0.130 -0.125 -0.056
C -0.009 0.007 -0.018
C -0.130 0.246 -0.309
N 0.808 -0.510 0.264
Cl -0.081 0.188 0.153
P -1.471 0.162 -0.504
O 0.326 0.430 -0.222
O 0.330 -0.380 0.096
S 0.294 -0.054 0.189
H -0.055 0.156 0.012
H 0.102 0.047 -0.077
H 0.180 0.021 -0.011
H 0.046 -0.064 0.146
H 0.032 -0.125 0.169
H -0.039 0.059 -0.232
H -0.043 -0.317 0.251
H 0.108 -0.010 0.069
H -0.106 -0.076 -0.088
H -0.257 0.107 -0.072
H -0.140 -0.140 0.096
H -0.030 0.131 -0.115
H 0.034 -0.037 -0.101
H -0.024 -0.090 0.038
H -0.056 0.050 0.094
H 0.109 -0.036 0.026
H 0.103 0.027 -0.039
H -0.002 -0.062 0.060
H 0.132 0.043 -0.147
H -0.003 0.023 0.104
H 0.068 0.087 0.019
H 0.062 0.101 0.003
H 0.062 0.043 -0.102
H -0.025 -0.062 -0.083
H 0.116 -0.098 0.065
H -0.100 0.118 0.051
H -0.048 -0.667 -0.183
H -0.008 0.314 0.036
C 0.131 0.204 0.055
C -0.003 -0.106 0.109
C -0.019 -0.075 -0.030
O 0.074 0.008 0.053
C -0.033 -0.143 -0.014
O -0.054 0.392 0.133
O -0.085 -0.059 0.197
H -0.082 -0.075 -0.058
H 0.010 -0.018 -0.003
H -0.002 0.024 -0.007
H -0.019 0.050 -0.043
H 0.001 0.041 -0.161
H -0.018 -0.027 0.039
C -0.021 0.109 -0.159
C -0.116 0.048 0.017
C 0.038 -0.003 0.054
O -0.013 0.125 0.050
C -0.057 -0.025 0.059
O 0.033 -0.022 -0.049
O 0.016 -0.045 0.065
H 0.019 -0.081 0.076
H 0.014 0.004 0.014
H 0.004 -0.012 -0.041
H 0.017 -0.033 -0.032
H 0.120 -0.078 -0.045
H -0.050 0.008 0.030